[1]
Density functional theory data (ωB97M-V/def2-TZVPD) for one molecule with the formula C12H13NO2 in a non-equilibrium geometry.

ORCA input file:
```
! RIJCOSX wB97M-V def2-TZVPD def2/J DEFGRID3
* xyz 0 1
C -0.37 -3.26 -2.19
C 0.57 -2.48 -2.81
C -1.32 -2.66 -1.32
C 0.52 -1.07 -2.59
C -1.16 -1.35 -0.88
C -0.26 -0.60 -1.52
C 1.01 0.84 0.42
C -0.96 2.13 0.66
C 1.15 2.16 2.32
C -0.12 0.77 -1.05
C 0.12 1.45 1.52
C -0.21 0.18 2.42
N 2.22 0.94 0.62
O -1.28 1.30 -0.46
O 2.42 1.66 1.82
H -0.34 -4.30 -2.29
H 1.14 -2.82 -3.59
H -2.02 -3.33 -0.75
H 1.35 -0.44 -3.05
H -1.80 -0.96 -0.19
H -1.88 2.43 1.28
H -0.69 3.05 0.11
H 1.15 3.28 2.18
H 1.24 1.90 3.35
H 0.46 1.42 -1.72
H -0.81 0.54 3.23
H 0.69 -0.26 2.66
H -0.81 -0.52 1.85
*
```

Results
SMILES string = C[C@@]12CON=C1[C@@H](c1ccccc1)OC2
Kohn-Sham gap = 9.67 eV

---

[2]
Density functional theory data (ωB97M-V/def2-TZVPD) for a 14-piece molecular cluster, C42H114N22O14 overall in a non-equilibrium geometry.

ORCA input file:
```
! RIJCOSX wB97M-V def2-TZVPD def2/J DEFGRID3
* xyz 0 1
C -4.06 -0.76 -2.95
C -5.15 0.08 -2.27
C -4.90 1.59 -2.30
C -5.06 2.19 -3.69
C -6.46 1.96 -4.21
C -6.85 0.48 -4.13
N -6.46 -0.11 -2.87
O -7.01 -1.37 -2.64
C -8.37 0.40 -4.24
C -6.23 -0.22 -5.37
C -5.22 -0.23 -0.76
H -4.41 -1.74 -3.28
H -3.20 -0.85 -2.29
H -3.67 -0.28 -3.85
H -5.64 2.07 -1.66
H -3.90 1.88 -1.96
H -4.27 1.77 -4.31
H -4.79 3.25 -3.76
H -6.50 2.32 -5.24
H -7.19 2.55 -3.65
H -8.68 -0.65 -4.24
H -8.82 0.92 -3.40
H -8.76 0.84 -5.16
H -6.78 -0.05 -6.30
H -5.21 0.13 -5.54
H -6.18 -1.30 -5.18
H -5.27 -1.29 -0.54
H -6.06 0.33 -0.34
H -4.31 0.16 -0.30
H -6.37 -1.99 -3.03
C -1.85 5.80 5.29
C -2.84 4.74 4.73
C -4.25 5.35 4.63
C -4.39 6.37 3.52
C -3.97 5.77 2.18
C -2.60 5.04 2.19
N -2.52 4.24 3.40
O -1.27 3.56 3.45
C -2.55 4.13 0.97
C -1.52 6.12 2.07
C -2.94 3.61 5.73
H -0.96 5.91 4.67
H -1.51 5.46 6.27
H -2.31 6.78 5.44
H -4.92 4.51 4.45
H -4.56 5.74 5.61
H -3.80 7.26 3.76
H -5.40 6.78 3.47
H -3.84 6.66 1.57
H -4.73 5.07 1.83
H -1.76 3.40 1.13
H -3.48 3.57 0.88
H -2.40 4.73 0.08
H -1.62 6.75 1.18
H -1.60 6.81 2.91
H -0.50 5.73 2.04
H -3.22 4.06 6.69
H -1.99 3.08 5.81
H -3.70 2.86 5.53
H -1.47 2.62 3.57
C 8.38 -3.63 -2.09
C 7.17 -2.75 -1.79
C 6.38 -2.44 -3.05
O 5.35 -1.57 -2.67
C 4.61 -1.08 -3.76
N 6.33 -3.44 -0.77
H 8.11 -4.56 -2.57
H 8.94 -3.76 -1.16
H 9.12 -3.13 -2.73
H 7.56 -1.82 -1.37
H 5.97 -3.37 -3.47
H 7.09 -2.02 -3.78
H 3.93 -1.86 -4.14
H 5.24 -0.85 -4.62
H 3.94 -0.29 -3.42
H 5.50 -2.84 -0.76
H 5.98 -4.27 -1.25
C 6.70 -3.97 3.06
C 7.04 -2.49 2.87
C 8.38 -2.34 2.13
O 9.51 -2.66 2.88
C 9.60 -2.05 4.14
N 5.93 -1.89 2.10
H 6.17 -4.37 2.19
H 6.00 -4.06 3.90
H 7.57 -4.59 3.27
H 7.00 -2.04 3.86
H 8.40 -1.28 1.81
H 8.33 -2.89 1.18
H 9.37 -0.99 4.04
H 10.58 -2.24 4.57
H 8.93 -2.52 4.87
H 6.13 -0.93 1.85
H 5.84 -2.44 1.25
C -0.75 0.88 -0.49
C 0.65 0.42 -0.83
C 0.90 -1.02 -0.39
O 2.21 -1.46 -0.70
C 3.23 -0.73 0.00
N 0.94 0.56 -2.31
H -1.45 0.22 -1.02
H -0.93 1.89 -0.84
H -0.97 0.77 0.57
H 1.35 1.11 -0.36
H 0.18 -1.58 -1.00
H 0.68 -1.11 0.68
H 2.88 -0.37 0.97
H 3.58 0.08 -0.64
H 4.04 -1.44 0.21
H 0.34 -0.13 -2.77
H 1.87 0.13 -2.27
C -1.91 -3.65 -0.35
C -2.37 -5.10 -0.29
C -3.44 -5.39 -1.33
O -4.52 -4.54 -1.01
C -5.61 -4.65 -1.89
N -1.24 -6.02 -0.48
H -1.11 -3.47 0.38
H -2.73 -3.01 0.00
H -1.58 -3.29 -1.32
H -2.85 -5.31 0.67
H -3.73 -6.44 -1.26
H -3.05 -5.17 -2.34
H -6.08 -5.64 -1.83
H -5.36 -4.38 -2.92
H -6.40 -3.95 -1.59
H -0.49 -5.74 0.13
H -0.89 -5.94 -1.43
C 1.74 4.74 -1.38
O 2.45 4.64 -0.36
N 1.24 5.95 -1.78
N 1.56 3.70 -2.24
H 1.03 6.11 -2.75
H 1.47 6.70 -1.16
H 0.96 3.91 -3.03
H 1.79 2.79 -1.88
C -0.13 2.98 -5.45
O 0.49 3.94 -4.99
N -0.82 3.09 -6.63
N -0.19 1.75 -4.83
H -0.75 3.98 -7.08
H -1.43 2.42 -7.07
H -0.55 1.00 -5.39
H 0.49 1.58 -4.10
C 0.48 -2.82 -4.00
O -0.57 -2.32 -3.61
N 0.61 -3.28 -5.30
N 1.64 -2.82 -3.28
H -0.15 -3.19 -5.95
H 1.40 -3.83 -5.57
H 1.74 -2.28 -2.44
H 2.44 -3.32 -3.63
C 2.97 -4.98 -0.50
O 3.53 -4.60 -1.52
N 2.56 -4.15 0.52
N 2.68 -6.31 -0.29
H 2.72 -3.16 0.51
H 2.03 -4.57 1.25
H 3.15 -6.97 -0.89
H 2.09 -6.63 0.45
C -4.89 0.80 3.07
O -6.06 0.90 2.74
N -3.85 0.95 2.17
N -4.46 0.40 4.31
H -3.01 1.39 2.56
H -4.17 1.37 1.31
H -5.07 0.50 5.10
H -3.48 0.21 4.40
C 3.23 -1.94 4.54
O 2.39 -2.01 5.45
N 3.07 -2.54 3.32
N 4.32 -1.13 4.60
H 2.33 -3.21 3.22
H 3.80 -2.42 2.64
H 4.96 -1.17 3.82
H 4.48 -0.57 5.42
C -0.57 0.22 4.32
O -1.32 0.83 3.53
N -1.07 -0.21 5.52
N 0.77 0.11 4.21
H -0.47 -0.60 6.23
H -2.00 0.00 5.82
H 1.21 -0.54 4.85
H 1.31 0.64 3.53
C 2.96 2.22 2.09
O 3.03 1.58 3.16
N 1.78 2.60 1.54
N 4.08 2.64 1.45
H 0.99 2.52 2.16
H 1.77 3.26 0.76
H 4.93 2.20 1.76
H 4.09 3.28 0.67
*
```

Results
Kohn-Sham gap = 8.01 eV

---

[3]
Density functional theory data (ωB97M-V/def2-TZVPD) for C15H21FIO3 as an isolated structure in a non-equilibrium geometry.

ORCA input file:
```
! RIJCOSX wB97M-V def2-TZVPD def2/J DEFGRID3
* xyz -1 1
C -4.18 -1.21 -2.83
O -3.15 -2.14 -2.34
C -2.33 -2.68 -3.44
C -0.88 -1.90 -3.50
C -1.00 -0.33 -3.96
C -0.82 0.60 -2.61
C 0.76 0.93 -2.24
C 0.89 0.99 -0.58
C -0.07 1.84 0.19
C 0.10 1.88 1.84
O -0.92 2.43 2.54
C 1.44 1.29 2.64
C 1.69 1.73 4.20
C 1.47 0.54 5.30
C 2.30 -0.85 4.99
F 0.02 0.24 5.58
C 2.36 0.43 1.83
C 2.03 0.09 0.25
O 2.68 -0.87 -0.42
H -4.22 -1.08 -4.00
H -5.28 -1.53 -2.50
H -3.94 -0.12 -2.40
H -2.08 -3.82 -3.16
H -2.88 -2.73 -4.48
H -0.40 -1.97 -2.42
H -0.16 -2.51 -4.23
H -0.23 -0.07 -4.82
H -2.09 -0.11 -4.38
H -1.24 -0.01 -1.70
H -1.40 1.62 -2.65
H 1.06 2.01 -2.66
H 1.49 0.14 -2.72
H -0.90 2.45 -0.40
H 2.80 2.14 4.32
H 0.93 2.59 4.45
H 1.90 0.96 6.33
H 1.62 -1.65 4.45
H 3.34 -0.69 4.48
H 2.54 -1.32 6.06
H 3.34 -0.02 2.32
I 3.40 2.70 2.70
*
```

Results
Kohn-Sham gap = 4.74 eV

---

[4]
Density functional theory data (ωB97M-V/def2-TZVPD) for a 2-piece molecular cluster, CH2ClO2S overall in a non-equilibrium geometry.

ORCA input file:
```
! RIJCOSX wB97M-V def2-TZVPD def2/J DEFGRID3
* xyz -1 1
C -0.42 -1.11 -1.92
O 0.67 -0.56 2.42
O -1.22 0.64 1.46
S 0.08 0.02 1.24
Cl 1.34 1.98 0.96
H 0.50 -0.52 -1.53
H -0.95 -0.43 -2.63
*
```

Results
Kohn-Sham gap (spin up / spin down) = 6.87 / 6.83 eV